DFT (ωB97M-V with the def2-TZVPD basis set) results for one molecule with the formula C3H2F3N.

```
! wB97M-V def2-TZVPD RIJCOSX def2/J DEFGRID3
* xyz 0 1
F -3.2592 0.2816 -1.2403
C -2.7798 0.0440 -0.0214
F -3.6951 -0.8327 0.6185
F -2.9699 1.1885 0.6607
C -1.4074 -0.4864 -0.0213
N -0.7180 -1.4449 -0.4113
C -0.0379 -0.3606 0.3628
H 0.6559 0.3031 -0.1774
H 0.2783 -0.7156 1.3000
*
```

Computed properties:
E, Eh: -469.79381
Relative energy (zero: lowest compared OMol25 entry of this formula, charge and spin), eV: 0.297
Structure (SMILES): FC(F)(F)C1=NC1
Gap between HOMO and LUMO, eV: 11.58

Population analysis type Mulliken, resulting atomic charges in e: atom 1 (F): -0.212, atom 2 (C): 0.811, atom 3 (F): -0.247, atom 4 (F): -0.241, atom 5 (C): 0.067, atom 6 (N): -0.422, atom 7 (C): -0.162, atom 8 (H): 0.194, atom 9 (H): 0.213

DFT (ωB97M-V with the def2-TZVPD basis set) results for a 2-piece molecular cluster, C3H2F3NO overall.

```
! wB97M-V def2-TZVPD RIJCOSX def2/J DEFGRID3
* xyz 0 1
O -2.1334 -0.9685 -1.3745
N -1.9649 -0.7433 -0.2342
F -2.7203 -1.7805 0.5720
C -1.2621 0.0173 0.4906
F -0.6172 1.0253 -0.0344
F -1.3484 0.0606 1.8206
C 2.6787 0.5263 0.2682
C 2.3647 0.4116 -0.8601
H 2.9353 0.9194 1.2227
H 2.0677 0.5319 -1.8709
*
```

Computed properties:
E, Eh: -544.84639
Relative energy (zero: lowest compared OMol25 entry of this formula, charge and spin), eV: 7.365
Structure (SMILES): [O-][N+](F)=C(F)F.C#C
Gap between HOMO and LUMO, eV: 10.61

Population analysis type Mulliken, resulting atomic charges in e: atom 1 (O): -0.576, atom 2 (N): 0.734, atom 3 (F): -0.309, atom 4 (C): 0.464, atom 5 (F): -0.156, atom 6 (F): -0.163, atom 7 (C): -0.298, atom 8 (C): -0.399, atom 9 (H): 0.336, atom 10 (H): 0.368

DFT (ωB97M-V with the def2-TZVPD basis set) results for one molecule with the formula C3H2F3NO.

```
! wB97M-V def2-TZVPD RIJCOSX def2/J DEFGRID3
* xyz 0 1
C -0.2264 1.1414 -0.0227
C 1.7738 0.0039 0.0481
C -1.4846 -0.9192 -0.0848
N -1.2978 0.3052 -0.0312
O 1.0294 1.0584 -0.0430
F -0.5975 2.4598 -0.0765
F -2.6968 -1.3039 -0.0294
F -0.6194 -1.9002 -0.0625
H 1.3510 -0.9074 0.2094
H 2.7684 0.0621 0.0926
*
```

Computed properties:
E, Eh: -544.94989
Relative energy (zero: lowest compared OMol25 entry of this formula, charge and spin), eV: 4.548
Gap between HOMO and LUMO (alpha / beta), eV: 7.55 / 8.35

Population analysis type Mulliken, resulting atomic charges in e: atom 1 (C): 0.614, atom 2 (C): -0.543, atom 3 (C): 0.619, atom 4 (N): -0.385, atom 5 (O): -0.253, atom 6 (F): -0.259, atom 7 (F): -0.207, atom 8 (F): -0.186, atom 9 (H): 0.280, atom 10 (H): 0.320

no.,strongest force on any atom (eV/Å)
1,3.8
2,2.7
3,4.1